Here is 2 unconnected molecules or ions with the total composition C5H4N2O4 in a non-equilibrium geometry from the Open Molecules 2025 dataset. Energies are from the ωB97M-V functional and the def2-TZVPD basis.

The value obtained for the total energy is -603.357082 Eh. The total charge is 0. For the HOMO energy, the calculation gives -0.3650 hartree. Its HOMO-LUMO gap is 8.580 eV.

Element x y z (Å)
C  -1.9546  -2.0119  1.0763
C  -0.9624  1.1994  -0.6629
C  0.1959  -0.6291  -1.5009
C  -0.5378  0.5286  0.6264
C  0.2080  -0.5897  0.0053
N  -2.7073  -1.8620  1.9619
N  -0.6628  0.3669  -1.7464
O  -1.6055  2.2034  -0.7895
O  0.9307  -1.3695  -2.1041
O  1.2218  -1.1046  0.7103
O  -1.1422  -2.0157  0.1311
H  0.0980  1.0274  1.2853
H  -1.3085  0.1601  1.3912
H  -1.0496  0.8139  -2.5663
H  1.7905  -1.6797  0.1327

Cartesian forces (eV/Å) of the 6 atoms listed first:
-0.454 1.027 0.804
-1.926 0.452 1.529
1.329 -0.820 1.208
-0.521 -1.774 -0.564
0.410 -2.882 3.630
0.497 -0.229 -0.467

=====

Here is C5H4N2OS in the gas phase in a non-equilibrium geometry from the Open Molecules 2025 dataset. Energies are from the ωB97M-V functional and the def2-TZVPD basis.

The value obtained for the total energy is -775.638942 Eh. The total charge is 0. For the HOMO energy (spin up / spin down), the calculation gives -0.2619 / -0.2515 hartree. Its HOMO-LUMO gap (spin up / spin down) is 6.723 / 6.388 eV.

Element x y z (Å)
C  0.1524  -0.7007  -1.3219
C  1.0518  0.3342  -1.1353
C  0.2797  1.1536  0.9879
C  -0.3501  0.0836  1.4970
C  -1.0261  -1.0561  -0.7929
N  -0.7651  -0.9242  2.0005
N  0.9619  1.2041  -0.1379
O  -1.5431  -1.8411  2.3122
S  -2.5590  -1.4439  -0.7331
H  0.4114  -1.4006  -2.2184
H  1.9680  0.4023  -1.7864
H  0.0839  2.0118  1.5287
H  1.3342  2.1769  -0.2004

Cartesian forces (eV/Å) of the 6 atoms listed first:
0.206 -2.232 -1.946
1.766 0.157 -0.694
-1.181 -0.704 1.009
-1.482 -4.159 1.364
-1.732 -0.087 -0.660
-0.311 1.156 -0.728

=====

Here is C5H4N2OS in the gas phase in a non-equilibrium geometry from the Open Molecules 2025 dataset. Energies are from the ωB97M-V functional and the def2-TZVPD basis.

The value obtained for the total energy is -775.662775 Eh. The total charge is 0. For the HOMO energy (spin up / spin down), the calculation gives -0.2548 / -0.2546 hartree. Its HOMO-LUMO gap (spin up / spin down) is 6.657 / 6.649 eV.

Element x y z (Å)
C  0.0288  -1.5123  -0.6064
C  -0.8183  -0.5287  -1.1435
C  -0.6968  1.4740  0.3249
C  0.4949  1.2883  0.9283
C  0.8074  -1.5547  0.4754
N  1.6654  1.1613  1.0876
N  -1.1760  0.6765  -0.6827
O  2.6090  0.6180  1.6440
S  1.7597  -1.7032  1.6858
H  0.0143  -2.4431  -1.1685
H  -1.3611  -0.8191  -2.0308
H  -1.3622  2.2560  0.6536
H  -1.9652  1.0870  -1.1676

Cartesian forces (eV/Å) of the 6 atoms listed first:
0.056 -0.184 -0.392
-0.494 0.938 0.168
-0.627 0.389 0.423
0.549 -0.484 -0.424
0.747 0.129 1.385
-0.702 0.405 -0.043

=====

Here is a gas-phase ion, C5H4N3O (charge +1) in a non-equilibrium geometry from the Open Molecules 2025 dataset. Energies are from the ωB97M-V functional and the def2-TZVPD basis.

The value obtained for the total energy is -431.844146 Eh. The total charge is +1. For the HOMO energy, the calculation gives -0.5504 hartree. As for the SMILES: C1=C/C=C\C=N/ON=[N+]=1. Its HOMO-LUMO gap is 8.250 eV.

Element x y z (Å)
C  0.4100  -0.0465  -1.7870
C  -0.3460  1.0333  -1.5637
C  -0.8559  1.2625  -0.2754
C  -0.7330  0.5369  0.9305
C  0.0305  -0.5066  1.5364
N  0.8090  -1.5249  1.4369
O  1.5236  -2.1054  0.4786
N  1.6875  -1.8684  -0.8487
N  1.1511  -0.9054  -1.3429
H  -0.5519  1.5011  -2.5083
H  -1.4242  2.1351  -0.3368
H  -1.3367  0.9642  1.6140
H  -0.3641  -0.4759  2.6664

Cartesian forces (eV/Å) of the 6 atoms listed first:
2.100 -2.100 2.696
0.836 -1.297 -1.573
1.077 -1.925 0.574
1.731 0.742 -4.483
-2.147 0.253 2.503
0.434 -0.114 0.470

=====

Here is C5H4N4 in the gas phase in a non-equilibrium geometry from the Open Molecules 2025 dataset. Energies are from the ωB97M-V functional and the def2-TZVPD basis.

The value obtained for the total energy is -411.891924 Eh. The total charge is 0. For the HOMO energy, the calculation gives -0.3980 hartree. As for the SMILES: C/N=C1\N=CN=C1C#N. Its HOMO-LUMO gap is 8.896 eV.

Element x y z (Å)
C  1.9384  -1.2454  -0.0019
N  0.4748  -1.1726  -0.0659
C  -0.0446  -0.0386  0.0385
N  0.5637  1.2812  -0.0074
C  -0.4304  2.1104  -0.0176
N  -1.7339  1.5461  -0.0150
C  -1.5152  0.2919  0.0267
C  -2.5189  -0.7534  -0.0285
N  -3.3258  -1.5812  0.0030
H  2.2829  -2.2662  0.0408
H  2.2699  -0.6753  0.8786
H  2.3589  -0.6937  -0.8106
H  -0.3197  3.1969  -0.0407

Cartesian forces (eV/Å) of the 6 atoms listed first:
-0.586 0.678 0.859
0.348 -0.219 0.605
-0.522 1.953 -0.753
-0.383 0.121 0.431
1.233 -0.783 0.003
-0.473 -0.103 0.111

=====

Here is C5H4N4O3 in the gas phase in a non-equilibrium geometry from the Open Molecules 2025 dataset. Energies are from the ωB97M-V functional and the def2-TZVPD basis.

The value obtained for the total energy is -637.532051 Eh. The total charge is 0. For the HOMO energy, the calculation gives -0.2670 hartree. As for the SMILES: O=C1NC(=O)c2c(ncn2[O-])[NH2+]1. Its HOMO-LUMO gap is 6.330 eV.

Element x y z (Å)
O  -0.3014  -0.6252  3.1675
C  -0.1017  -0.5062  1.9551
N  0.3212  -1.5892  1.1904
C  0.8409  -1.4069  -0.0727
O  1.1723  -2.3903  -0.6582
C  0.5531  -0.0889  -0.7694
C  -0.3080  0.6765  -0.1012
N  -0.7014  1.7089  -0.8381
C  -0.1501  1.5210  -1.9978
N  0.5801  0.3653  -2.0113
O  0.8551  -0.1299  -3.0847
N  -0.7062  0.6798  1.3188
H  0.4504  -2.4770  1.6814
H  -0.4590  2.0498  -2.9207
H  -1.6931  0.6888  1.4483
H  -0.3522  1.5234  1.6925

Cartesian forces (eV/Å) of the 6 atoms listed first:
0.802 0.780 -2.503
-1.580 -3.089 4.402
-0.619 3.302 1.755
-0.742 0.085 -4.216
1.304 -1.065 -0.330
1.792 -4.613 4.061

=====

Here is 2 unconnected molecules or ions with the total composition C5H4O in a non-equilibrium geometry from the Open Molecules 2025 dataset. Energies are from the ωB97M-V functional and the def2-TZVPD basis.

The value obtained for the total energy is -267.911756 Eh. The total charge is 0. For the HOMO energy, the calculation gives -0.3411 hartree. Its HOMO-LUMO gap is 7.175 eV.

Element x y z (Å)
C  0.5519  1.3020  -0.8252
C  0.2208  0.0867  -0.8390
C  -2.3889  0.3129  1.6362
C  -2.1187  1.2771  0.8360
C  -0.0144  -1.1959  -0.7517
O  -2.5381  -0.4621  2.4657
H  -2.9415  1.4689  0.1321
H  -1.0527  1.7837  0.7141
H  0.8043  -1.7274  -0.2421
H  -0.4852  -1.8967  -1.4695

Cartesian forces (eV/Å) of the 6 atoms listed first:
0.279 1.456 -0.003
-1.017 -0.737 -0.148
1.100 0.496 0.871
1.305 2.218 -2.246
2.374 -1.963 -1.276
-0.616 -1.562 0.907

=====

Here is C5H4O2 in the gas phase in a non-equilibrium geometry from the Open Molecules 2025 dataset. Energies are from the ωB97M-V functional and the def2-TZVPD basis.

The value obtained for the total energy is -343.301660 Eh. The total charge is 0. For the HOMO energy, the calculation gives -0.3272 hartree. As for the SMILES: O=C1C=CCC1=O. Its HOMO-LUMO gap is 8.436 eV.

Element x y z (Å)
O  -2.3757  0.9927  0.1197
C  -1.2424  0.6426  -0.0653
C  -0.1204  1.1070  -0.8539
C  0.9764  0.3500  -0.6146
C  0.8299  -0.8246  0.3535
C  -0.6298  -0.7473  0.7292
O  -1.3925  -1.2167  1.5243
H  -0.2721  1.8273  -1.6499
H  1.8848  0.5012  -1.2001
H  0.8210  -0.9909  1.5388
H  1.5207  -1.6412  0.1184

Cartesian forces (eV/Å) of the 6 atoms listed first:
0.926 0.067 -0.381
0.107 -1.741 1.415
0.320 -0.447 -0.220
-0.154 0.546 0.492
-0.430 -0.436 2.098
-3.333 1.680 -1.917

=====

Values for relative energy (zero: lowest compared OMol25 entry of this formula, charge and spin), kJ/mol, ordered as above
165.1, 509.0, 446.5, 728.9, 226.8, 526.0, 526.6, 238.1